No. 1
{
  "formula": "C6H10N2OS",
  "method": "the ωB97M-V functional and the def2-TZVPD basis",
  "elements": ["C", "C", "N", "C", "C", "S", "N", "O", "C", "C", "H", "H", "H", "H", "H", "H", "H", "H", "H", "H"],
  "xyz": [[-2.424793, -0.873754, -1.076923], [-1.052339, -0.415244, -0.635003], [-0.849811, 0.433215, 0.226393], [0.469201, 0.769987, 0.579431], [0.361330, 1.088343, 2.205544], [1.000326, 2.450658, -0.208649], [1.542940, -0.164976, 0.303793], [2.618621, -0.123674, 0.953919], [1.336884, -1.017123, -0.620227], [0.070989, -1.036294, -1.421155], [-3.139724, -0.131396, -0.771257], [-2.679316, -1.763349, -0.605744], [-2.300271, -1.094490, -2.154023], [-0.346573, 1.986299, 2.469530], [1.303503, 1.378605, 2.582023], [-0.027781, 0.162474, 2.439534], [1.863523, 2.528341, 0.756672], [2.191538, -1.631544, -1.013322], [0.329644, -0.421449, -2.227940], [-0.267891, -2.124629, -1.782595]],
  "forces_ev_per_angstrom": [[1.56, 1.56, -0.75], [-0.61, -2.35, -2.79], [-0.17, 1.54, 1.44], [-0.16, 4.28, 3.07], [-0.81, 2.50, -3.11], [-1.24, -1.42, -0.45], [-0.01, -1.11, -0.13], [0.57, 0.82, 0.75], [0.45, -2.06, -2.06], [-0.44, -2.70, 1.39], [-0.49, 0.33, -0.45], [-0.36, -1.85, 0.93], [-0.79, 0.42, 0.40], [0.98, -2.02, -1.10], [1.13, -0.43, 0.59], [-0.68, -1.77, 1.84], [1.06, 0.41, 0.66], [-0.83, 0.70, 1.02], [-0.29, 0.80, -1.93], [1.13, 2.37, 0.68]],
  "de_lowest_kj_mol": 428.1,
  "e_lumo_ev": 0.60,
  "orbital_gap_ev": 9.30,
  "max_force_ev_per_a": 5.27,
  "charge": 0
}


No. 2
{
  "formula": "C6H10N2OS2",
  "method": "the ωB97M-V functional and the def2-TZVPD basis",
  "elements": ["C", "C", "C", "C", "C", "C", "N", "N", "O", "S", "S", "H", "H", "H", "H", "H", "H", "H", "H", "H", "H"],
  "xyz": [[3.492449, -0.354298, 0.051054], [2.364009, -0.126202, 0.363369], [0.134107, -0.639998, -0.431075], [0.957114, 0.242442, 0.576255], [-1.799065, -2.005096, -0.514132], [1.566200, 2.489244, 0.612212], [-1.169602, -0.937499, 0.115758], [0.673423, 1.667409, 0.351993], [-3.291205, -0.410356, 1.101218], [-2.759939, 1.184710, -1.310664], [-2.177981, 0.312013, 0.607764], [4.502382, -0.811337, 0.057239], [-0.030192, -0.155856, -1.377451], [0.767009, -1.545500, -0.508141], [0.597814, 0.105537, 1.561302], [-1.089991, -2.780393, -0.323104], [-2.807312, -2.156261, 0.028508], [-1.900675, -1.886013, -1.639994], [2.578248, 2.193896, 1.039352], [-1.823178, 2.047132, -1.068926], [1.216381, 3.566422, 0.707463]],
  "forces_ev_per_angstrom": [[2.18, -1.40, 0.46], [-0.83, 0.63, 0.48], [0.52, 0.42, 1.82], [0.18, 0.38, -2.70], [-2.22, -1.22, -0.67], [0.79, 2.00, 1.88], [0.88, 1.69, 0.97], [-0.76, -0.91, -0.41], [-2.81, -0.95, 1.21], [-0.82, -0.93, 0.13], [2.43, 0.96, -1.16], [-1.26, 0.91, -0.38], [0.62, 0.35, -0.72], [-0.95, 0.12, -0.33], [-0.15, -0.80, 1.14], [-0.16, -1.40, -0.14], [1.63, -0.23, -1.26], [-0.17, 0.02, 1.09], [-0.97, 0.47, -0.79], [0.97, 1.06, 0.01], [0.91, -1.14, -0.61]],
  "de_lowest_kj_mol": 333.9,
  "e_lumo_ev": 0.58,
  "orbital_gap_ev": 9.70,
  "max_force_ev_per_a": 3.20,
  "charge": 0
}


No. 3
{
  "formula": "C6H10N2S2",
  "method": "the ωB97M-V functional and the def2-TZVPD basis",
  "elements": ["C", "C", "C", "C", "C", "C", "N", "N", "S", "S", "H", "H", "H", "H", "H", "H", "H", "H", "H", "H"],
  "xyz": [[-0.078756, -1.082971, 1.389960], [1.522253, 0.431389, 0.811943], [-0.528297, 0.359834, -0.523367], [-0.745803, -2.324105, 1.676793], [-0.637219, -0.872691, -1.488701], [1.058513, 2.281476, -0.668321], [1.112116, -0.737310, 1.485329], [0.679996, 0.927213, -0.173485], [2.879428, 1.121983, 1.221158], [-1.954438, 1.350932, -0.264587], [-0.680132, -3.013472, 0.930938], [-1.769177, -2.195018, 1.910703], [-0.132956, -2.752689, 2.517495], [-0.261596, -0.510457, -2.424144], [-1.799222, -0.928940, -1.533294], [-0.114299, -1.683894, -0.997785], [0.106498, 2.735704, -1.062602], [1.554796, 2.863409, 0.201110], [1.732115, 2.206217, -1.508486], [-1.943820, 1.823390, -1.500659]],
  "forces_ev_per_angstrom": [[0.60, 2.37, -2.86], [-1.53, -0.69, -0.70], [-0.01, -2.90, 2.42], [1.06, 0.52, 3.29], [-2.38, 2.53, 1.72], [-1.20, 0.60, 0.92], [-1.41, -0.19, -0.14], [1.40, 0.63, 0.16], [2.71, 1.01, 0.82], [-0.20, -0.04, 0.27], [0.31, -1.72, -2.51], [-0.98, 0.12, 0.54], [-0.94, 0.12, -0.37], [0.39, -0.48, -0.85], [2.18, -0.85, -0.21], [-0.09, -0.40, -0.79], [1.05, -0.14, 0.64], [-1.08, -0.80, -1.71], [0.51, -0.10, -0.04], [-0.39, 0.41, -0.61]],
  "de_lowest_kj_mol": 402.8,
  "e_lumo_ev": [-0.16, -0.19],
  "orbital_gap_ev": [7.63, 7.58],
  "max_force_ev_per_a": 3.88,
  "charge": 0
}


No. 4
{
  "formula": "C6H10N3",
  "method": "the ωB97M-V functional and the def2-TZVPD basis",
  "elements": ["C", "N", "C", "C", "C", "C", "C", "N", "N", "H", "H", "H", "H", "H", "H", "H", "H", "H", "H"],
  "xyz": [[0.895754, 1.712053, 0.093693], [-0.111053, 0.682362, 0.023770], [-1.382799, 1.120052, -0.072987], [-2.438208, 0.298782, -0.136668], [-2.196724, -1.096698, -0.050149], [-0.934574, -1.552526, -0.036466], [0.153030, -0.621020, 0.045249], [1.369428, -1.164478, 0.256998], [2.434619, -0.369338, -0.260134], [1.511469, 1.526974, 0.974259], [1.711724, 1.711223, -0.627836], [0.598507, 2.678084, 0.174767], [-1.374265, 2.180571, 0.072624], [-3.501818, 0.554973, 0.069519], [-3.168343, -1.575278, 0.083386], [-0.703226, -2.626828, 0.264980], [1.345527, -2.185552, 0.219385], [2.515164, -0.513224, -1.223327], [3.275789, -0.760132, 0.128936]],
  "forces_ev_per_angstrom": [[3.65, -1.72, 1.07], [0.57, -0.01, -1.10], [-0.47, 1.08, 0.35], [-1.28, -0.70, 0.97], [-1.61, 1.43, -0.18], [1.02, -1.53, 1.55], [-1.13, -1.99, 0.24], [-0.04, 1.15, -0.54], [0.48, -1.45, 1.86], [-0.30, 0.02, 0.34], [-0.85, -0.38, -0.63], [-2.03, 2.54, 0.13], [-0.81, 0.39, -0.31], [1.17, 0.59, -0.73], [0.89, -1.13, -0.18], [-0.31, 1.46, -0.93], [0.60, 0.44, -0.27], [-0.02, -0.39, -2.03], [0.45, 0.20, 0.39]],
  "de_lowest_kj_mol": 193.6,
  "e_lumo_ev": -3.81,
  "orbital_gap_ev": 9.45,
  "max_force_ev_per_a": 4.18,
  "charge": 1
}


No. 5
{
  "formula": "C6H10N3O2",
  "method": "the ωB97M-V functional and the def2-TZVPD basis",
  "elements": ["C", "C", "C", "C", "C", "C", "N", "N", "N", "O", "O", "H", "H", "H", "H", "H", "H", "H", "H", "H", "H"],
  "xyz": [[0.562424, 1.038908, 2.767534], [-0.768221, 0.034460, 0.884086], [1.913045, 0.647508, 3.140418], [0.118504, -0.496945, -1.981299], [-1.651818, -0.465789, -0.111675], [-1.200017, 0.035252, -1.566413], [-3.140636, 3.171400, 0.781550], [-2.438649, 2.361274, 0.570131], [0.109407, 0.374796, 1.577261], [-0.209773, 1.809469, 3.227889], [-3.897881, 4.015110, 0.992078], [1.793086, 0.120862, 4.052613], [2.318061, 1.616375, 3.354998], [2.230210, -0.005848, 2.458806], [-0.111903, -0.406235, -3.056380], [1.012175, -0.099044, -1.674074], [-0.005091, -1.499226, -1.747863], [-1.656607, -1.602267, -0.026208], [-2.803348, -0.092104, 0.089269], [-1.873529, -0.356399, -2.270819], [-1.177146, 1.166971, -1.561176]],
  "forces_ev_per_angstrom": [[-0.76, 0.95, 0.77], [1.68, 0.41, 0.82], [-2.34, 2.35, 2.40], [-2.69, -0.21, -2.41], [-3.12, -0.16, -0.60], [0.43, 2.49, 2.93], [-1.46, 1.55, 0.36], [2.52, -2.69, -0.65], [-2.92, -1.31, -2.59], [0.31, -0.02, 0.21], [-1.07, 1.32, 0.36], [0.16, -0.47, 1.25], [1.46, 0.12, -0.09], [2.32, -1.95, -2.77], [1.67, -0.23, -0.02], [1.91, 1.18, 0.77], [0.80, -2.35, 0.15], [0.10, 1.33, -0.17], [3.06, -0.88, -0.18], [-1.47, -0.17, -0.45], [-0.56, -1.25, -0.07]],
  "de_lowest_kj_mol": 522.5,
  "e_lumo_ev": -4.88,
  "orbital_gap_ev": 10.41,
  "max_force_ev_per_a": 4.12,
  "charge": 1
}


No. 6
{
  "formula": "C6H10N3OS",
  "method": "the ωB97M-V functional and the def2-TZVPD basis",
  "elements": ["C", "C", "C", "C", "C", "C", "N", "N", "N", "O", "S", "H", "H", "H", "H", "H", "H", "H", "H", "H", "H"],
  "xyz": [[1.714390, 1.917186, -0.501386], [1.639536, -0.330989, 0.446705], [-1.172512, -0.019075, -1.700268], [1.925651, 1.114798, 0.838697], [0.015298, 0.409722, -1.059215], [-3.417785, -0.673031, 0.469100], [0.695560, 1.527687, -1.193555], [0.636093, -0.643600, -0.315935], [2.323018, -1.351324, 0.973366], [-1.735025, -1.061882, -1.600122], [-2.368740, 0.752020, 0.951484], [2.367427, 2.763996, -0.897578], [-1.730850, 0.865792, -2.117927], [3.019539, 1.296962, 1.149263], [1.267413, 1.618019, 1.455518], [-3.059309, -0.970996, -0.533767], [-4.481994, -0.572022, 0.579359], [-3.170159, -1.521916, 1.078477], [0.615777, -1.566734, -0.692337], [2.876904, -1.159987, 1.735884], [2.039758, -2.394620, 0.934241]],
  "forces_ev_per_angstrom": [[-0.83, -1.03, -0.32], [0.30, -1.00, 2.22], [-1.84, 4.76, -0.78], [3.77, 0.18, -3.46], [-0.20, -1.97, 2.51], [1.48, 0.57, 1.00], [1.12, 2.21, -1.03], [0.48, 1.70, -1.11], [-1.39, -1.91, -1.20], [0.22, -3.44, -0.45], [-0.37, -1.00, -0.83], [-0.99, -1.19, 0.90], [0.61, -0.53, -0.49], [-1.77, -0.69, -0.04], [-1.61, 0.27, 1.97], [-0.41, 0.25, -0.21], [-0.45, 0.84, -0.49], [0.44, -0.38, 0.49], [-0.66, -0.82, -0.16], [1.71, 0.53, 1.83], [0.39, 2.61, -0.33]],
  "de_lowest_kj_mol": 424.8,
  "e_lumo_ev": [-6.65, -6.62],
  "orbital_gap_ev": [5.04, 5.16],
  "max_force_ev_per_a": 5.17,
  "charge": 1
}


No. 7
{
  "formula": "C6H10N4",
  "method": "the ωB97M-V functional and the def2-TZVPD basis",
  "elements": ["H", "N", "C", "N", "C", "C", "C", "C", "N", "N", "C", "H", "H", "H", "H", "H", "H", "H", "H", "H"],
  "xyz": [[1.942535, 2.197009, 0.562242], [1.081208, 2.394727, 1.126259], [0.166194, 1.583093, 0.889306], [-1.110532, 1.676068, 1.168979], [-1.976757, 0.770521, 0.695028], [-1.642054, -0.236450, -0.225895], [-2.636710, -1.215168, -0.706876], [-0.345491, -0.331708, -0.694744], [0.599115, 0.353036, -0.168694], [1.973148, 0.349012, -0.545178], [2.736280, -0.406211, 0.429169], [-2.988521, 0.717151, 1.012801], [-2.810169, -2.072262, 0.108684], [-2.180831, -1.810292, -1.602608], [-3.553107, -0.730279, -1.095020], [-0.110908, -1.108610, -1.350742], [2.133890, 0.079522, -1.544386], [2.543897, -1.525659, 0.247571], [3.857253, -0.277030, 0.313272], [2.321560, -0.406469, 1.380831]],
  "forces_ev_per_angstrom": [[-1.03, 0.06, 0.81], [1.59, 0.32, 0.00], [2.03, -0.56, -2.76], [-2.86, -1.52, 0.34], [2.52, -0.17, -0.37], [0.11, 0.54, -0.14], [0.05, -3.02, -0.55], [-1.46, -0.59, 0.94], [1.59, 2.88, 1.70], [-0.95, 0.46, -0.46], [1.34, -3.38, -2.67], [-0.82, 0.80, 0.57], [-0.21, 1.95, -1.71], [-0.87, 1.04, 1.43], [0.21, -0.58, 0.55], [0.53, -1.06, -1.36], [-0.51, 0.19, 1.43], [0.58, 0.98, -0.17], [-1.51, 0.30, 0.49], [-0.32, 1.35, 1.93]],
  "de_lowest_kj_mol": 307.4,
  "e_lumo_ev": 0.27,
  "orbital_gap_ev": 7.95,
  "max_force_ev_per_a": 4.51,
  "charge": 0
}


No. 8
{
  "formula": "C6H10N4OS2",
  "method": "the ωB97M-V functional and the def2-TZVPD basis",
  "elements": ["C", "C", "C", "C", "C", "C", "N", "N", "N", "N", "O", "S", "S", "H", "H", "H", "H", "H", "H", "H", "H", "H", "H"],
  "xyz": [[-1.294799, -0.476615, -0.976941], [2.339920, -0.275345, 0.227893], [1.032994, -0.975266, -0.176360], [2.315201, 0.202770, 1.693277], [-0.013788, 0.157948, -0.445247], [-3.891616, -0.878876, -1.240050], [1.473603, 2.411288, 1.588518], [0.713304, 3.232777, 1.169931], [1.402123, 1.229593, 1.902091], [-0.379311, 0.961593, 0.672774], [-1.267508, -1.439632, -1.752563], [-0.645056, 2.558130, 0.380741], [-2.739418, 0.288528, -0.351565], [3.087828, -1.065376, 0.123777], [2.495506, 0.547572, -0.454183], [1.208921, -1.504844, -1.092139], [0.633380, -1.649758, 0.512428], [1.880788, -0.734568, 2.212992], [3.387914, 0.324580, 1.925246], [0.395235, 0.589906, -1.431671], [-4.934504, -0.754425, -1.144683], [-3.671425, -2.036957, -1.068442], [-3.529290, -0.713023, -2.275822]],
  "forces_ev_per_angstrom": [[0.42, -1.99, -1.13], [-0.90, -1.31, 0.30], [0.03, 2.91, -0.67], [0.94, -3.68, -1.15], [0.10, -1.39, -2.62], [2.74, -2.15, -1.07], [1.85, 0.57, 0.32], [0.94, 1.22, 0.53], [-2.41, 0.68, 0.62], [0.67, 0.44, 0.67], [-0.23, 1.78, 1.31], [-0.84, -1.21, -0.73], [-1.56, -1.45, -0.12], [0.47, 0.52, 0.09], [0.46, 0.20, -0.28], [-0.20, -0.18, -0.56], [-0.32, -1.14, 1.48], [0.96, 1.74, -0.10], [-0.73, 0.72, 0.74], [-0.43, 0.56, 1.46], [-0.97, 0.83, 0.40], [-0.14, 2.65, 0.14], [-0.85, -0.30, 0.38]],
  "de_lowest_kj_mol": 142.0,
  "e_lumo_ev": [-1.03, -1.03],
  "orbital_gap_ev": [7.29, 7.29],
  "max_force_ev_per_a": 3.97,
  "charge": 0
}


No. 9
{
  "formula": "C6H10N5",
  "method": "the ωB97M-V functional and the def2-TZVPD basis",
  "elements": ["C", "C", "C", "C", "C", "C", "N", "N", "N", "N", "N", "H", "H", "H", "H", "H", "H", "H", "H", "H", "H"],
  "xyz": [[1.640375, 0.592735, -0.244488], [1.467017, -0.786511, -0.227550], [0.534736, 1.344418, 0.010245], [-0.796964, -0.530587, 0.306209], [0.646164, 2.824539, 0.024168], [-0.056135, -2.739844, 0.029185], [-0.653515, 0.728233, 0.255058], [-3.890231, 1.282062, -0.198622], [-3.626702, 0.169255, -0.019794], [0.197395, -1.346242, 0.039375], [-2.965266, -0.803672, 0.050145], [2.640375, 0.985723, -0.458216], [2.340943, -1.418640, -0.287728], [0.236504, 3.195334, -0.900400], [1.816304, 3.005891, 0.070036], [0.160586, 3.356543, 0.832100], [0.768768, -3.307607, 0.076305], [-0.571164, -3.022892, 1.044804], [-0.764366, -2.946671, -0.771914], [-3.214728, 1.970351, -0.081799], [-3.130065, -1.706547, 0.485910]],
  "forces_ev_per_angstrom": [[1.08, -2.38, -0.43], [-1.33, 0.03, 0.74], [-1.85, 0.30, 0.70], [-2.83, -1.26, -0.09], [2.79, 0.02, 0.12], [-4.31, -0.10, 2.52], [0.64, 3.92, 0.09], [-3.26, 2.17, -0.87], [0.35, -3.07, 0.81], [4.30, 1.47, -0.65], [2.19, -1.33, -0.36], [-0.54, -0.06, 0.20], [-0.29, -0.49, -0.30], [0.03, 0.34, -0.50], [-2.55, 0.25, -0.21], [-0.15, -0.29, 0.28], [3.16, -1.89, -0.64], [0.63, 0.66, -1.88], [0.36, -0.40, -0.06], [2.11, 1.47, 0.34], [-0.53, 0.64, 0.19]],
  "de_lowest_kj_mol": 601.7,
  "e_lumo_ev": [-4.18, -4.18],
  "orbital_gap_ev": [7.49, 7.47],
  "max_force_ev_per_a": 4.99,
  "charge": 1
}


No. 10
{
  "formula": "C6H10NO",
  "method": "the ωB97M-V functional and the def2-TZVPD basis",
  "elements": ["C", "N", "C", "C", "C", "C", "C", "O", "H", "H", "H", "H", "H", "H", "H", "H", "H", "H"],
  "xyz": [[-1.799625, 1.969887, -2.033549], [-1.562148, 1.629214, -0.766987], [-1.008003, 0.335105, -0.495975], [0.387039, 0.071343, -0.509731], [0.830676, -1.377650, -0.134991], [1.127028, -1.595582, 1.334539], [1.257521, -0.303268, 2.065835], [0.789156, 0.771158, 1.735982], [-1.848410, 1.087305, -2.816239], [-1.992129, 3.005905, -2.359919], [-1.595446, 2.174703, 0.082666], [-1.745494, -0.291046, -0.173228], [1.207459, 0.704035, -0.777297], [0.046007, -2.000328, -0.598365], [1.821371, -1.448660, -0.822056], [0.311899, -2.216659, 1.732142], [1.986872, -2.208244, 1.561829], [1.786223, -0.307218, 2.975352]],
  "forces_ev_per_angstrom": [[0.07, -1.66, 1.60], [0.45, 0.20, -3.86], [5.46, 0.41, -1.29], [-4.70, -1.17, 0.76], [1.72, 1.41, -3.39], [-0.73, -0.30, -0.31], [-1.04, 1.09, -0.19], [0.46, -0.69, -0.05], [0.51, 1.98, 1.79], [-0.11, -0.55, 0.50], [-0.27, 1.21, -0.31], [-1.40, -2.12, 1.00], [-0.30, 0.90, -0.21], [0.65, -0.25, 0.61], [-2.19, -0.45, 1.70], [-0.04, 0.50, 0.43], [0.51, -0.07, -0.33], [0.95, -0.42, 1.56]],
  "de_lowest_kj_mol": 262.7,
  "e_lumo_ev": -5.25,
  "orbital_gap_ev": 7.55,
  "max_force_ev_per_a": 5.62,
  "charge": 1
}